Record 1
{"formula": "C4H7N2O", "method": "the ωB97M-V functional and the def2-TZVPD basis", "species": ["C", "C", "C", "C", "N", "N", "O", "H", "H", "H", "H", "H", "H", "H"], "positions_angstrom": [[-2.81, 0.27, 0.04], [1.18, 0.41, 0.12], [0.81, 1.88, 0.01], [0.29, -1.92, -0.19], [-1.67, 0.04, 0.13], [0.47, -0.67, 0.16], [2.29, -0.15, 0.39], [-3.73, 0.64, -0.07], [1.80, 2.34, 0.21], [0.16, 2.03, 0.78], [0.26, 2.21, -0.93], [1.07, -2.52, 0.19], [-0.44, -2.40, 0.39], [0.31, -2.17, -1.24]], "total_energy_ev": -9276.54811, "lumo_energy_ev": [-6.9310, -6.9297], "total_charge": 1, "relative_energy_ev": 6.242, "mol_weight_da": 99.11, "homo_energy_ev": [-15.8, -15.8], "orbital_gap_ev": [8.85, 8.85]}

***

Record 2
{"formula": "C4H7N2O", "method": "the ωB97M-V functional and the def2-TZVPD basis", "species": ["C", "C", "C", "C", "N", "N", "O", "H", "H", "H", "H", "H", "H", "H"], "positions_angstrom": [[-0.91, 1.40, 0.03], [1.92, 0.06, 0.33], [-0.56, 0.09, 0.59], [-1.01, -1.11, -0.25], [0.77, 0.64, 0.37], [-1.15, 2.52, -0.35], [3.03, 0.57, -0.05], [1.98, -1.05, 0.42], [-0.76, 0.02, 1.73], [-0.67, -2.03, 0.36], [-0.45, -1.10, -1.20], [-2.02, -0.88, -0.35], [-0.85, 3.46, -0.35], [3.04, 1.53, -0.32]], "total_energy_ev": -9279.17200, "lumo_energy_ev": -4.5362, "total_charge": 1, "relative_energy_ev": 3.618, "mol_weight_da": 99.11, "homo_energy_ev": -14.9, "orbital_gap_ev": 10.39}

***

Record 3
{"formula": "C4H7N2O", "method": "the ωB97M-V functional and the def2-TZVPD basis", "species": ["C", "C", "C", "C", "N", "N", "O", "H", "H", "H", "H", "H", "H", "H"], "positions_angstrom": [[1.21, 0.33, -1.22], [-0.02, 0.16, -1.71], [1.17, 0.29, 0.30], [-0.92, -0.39, 1.66], [-0.13, 0.37, 0.88], [-1.10, 0.14, -0.97], [-2.24, -0.10, -0.98], [2.07, 0.59, -1.80], [-0.21, 0.06, -2.86], [1.60, -0.69, 0.52], [2.01, 0.93, 0.69], [-1.88, -0.45, 1.28], [-0.57, -1.43, 1.63], [-0.98, 0.19, 2.59]], "total_energy_ev": -9275.24049, "lumo_energy_ev": [-6.9651, -6.9862], "total_charge": 1, "relative_energy_ev": 7.550, "mol_weight_da": 99.11, "homo_energy_ev": [-14.3, -14.2], "orbital_gap_ev": [7.30, 7.25]}

***

Record 4
{"formula": "C4H7N2O", "method": "the ωB97M-V functional and the def2-TZVPD basis", "species": ["C", "C", "C", "C", "N", "N", "O", "H", "H", "H", "H", "H", "H", "H"], "positions_angstrom": [[-0.04, -0.21, -0.27], [0.08, -2.75, 0.66], [-0.01, 2.06, 0.61], [-0.12, 1.19, -0.66], [-0.06, -1.29, 0.07], [-0.82, -2.82, 1.65], [1.01, -3.35, 0.41], [-0.60, 1.80, 1.51], [0.99, 2.30, 0.92], [-0.38, 3.01, 0.28], [0.65, 1.65, -1.35], [-1.23, 1.36, -0.95], [-1.40, -1.98, 1.78], [-0.67, -3.50, 2.40]], "total_energy_ev": -9275.32286, "lumo_energy_ev": [-3.4129, -9.0515], "total_charge": 1, "relative_energy_ev": 3.162, "spin_multiplicity": 3, "mol_weight_da": 99.11, "homo_energy_ev": [-10.3, -16.6], "orbital_gap_ev": [6.93, 7.54]}

***

Record 5
{"formula": "C4H7N2O2", "method": "the ωB97M-V functional and the def2-TZVPD basis", "species": ["C", "N", "C", "C", "N", "O", "C", "O", "H", "H", "H", "H", "H", "H", "H"], "positions_angstrom": [[1.25, 0.94, 0.64], [0.95, -0.39, 0.15], [0.58, -0.87, -1.15], [-0.51, -0.74, -0.12], [-1.36, 0.35, -0.28], [-1.09, 1.28, -1.15], [-2.34, 0.10, 0.42], [-3.30, -0.06, 1.06], [2.23, 1.34, 0.92], [0.76, 1.66, -0.11], [0.93, 1.04, 1.74], [1.38, -1.24, 0.76], [0.94, -1.84, -1.43], [0.48, -0.08, -1.85], [-0.91, -1.48, 0.40]], "total_energy_ev": -11323.14449, "lumo_energy_ev": -4.6083, "total_charge": 1, "relative_energy_ev": 6.581, "mol_weight_da": 115.11, "homo_energy_ev": -13.5, "orbital_gap_ev": 8.84}

***

Record 6
{"formula": "C4H7N2O5", "method": "the ωB97M-V functional and the def2-TZVPD basis", "species": ["O", "N", "C", "C", "C", "O", "N", "O", "C", "O", "O", "H", "H", "H", "H", "H", "H", "H"], "positions_angstrom": [[-1.96, -1.91, -0.13], [-0.93, -1.17, 0.11], [0.26, -1.73, 0.14], [1.51, -0.89, 0.36], [1.22, 0.62, 0.14], [1.57, 0.94, -1.10], [-0.04, 1.13, 0.75], [-0.49, 2.40, 0.11], [-1.08, 0.26, 0.01], [-1.23, 0.54, -1.27], [-2.39, 0.67, 0.99], [0.42, -2.83, 0.04], [1.78, -0.97, 1.45], [2.39, -1.11, -0.18], [2.10, 1.16, 0.62], [0.73, 0.80, -1.65], [-0.84, 1.92, -0.77], [-3.04, 0.18, 0.39]], "total_energy_ev": -17475.19138, "lumo_energy_ev": [3.6972, 3.6972], "total_charge": -1, "relative_energy_ev": 4.562, "mol_weight_da": 163.11, "homo_energy_ev": [-4.8, -4.8], "orbital_gap_ev": [8.50, 8.50]}

***

Record 7
{"formula": "C4H7N2P", "method": "the ωB97M-V functional and the def2-TZVPD basis", "species": ["C", "C", "N", "N", "P", "C", "C", "H", "H", "H", "H", "H", "H", "H"], "positions_angstrom": [[-1.53, -0.24, 0.16], [-0.29, -0.86, -0.41], [-0.47, -1.91, -1.23], [0.59, -2.34, -1.80], [2.11, -1.60, -1.44], [1.01, -0.38, -0.27], [1.45, 0.65, 0.72], [-1.62, -0.48, 1.25], [-2.35, -0.41, -0.47], [-1.29, 0.77, 0.02], [0.35, -3.13, -2.49], [2.29, 0.18, 1.26], [0.48, 0.79, 1.31], [1.91, 1.49, 0.17]], "total_energy_ev": -16528.62798, "lumo_energy_ev": 0.5460, "relative_energy_ev": 1.182, "mol_weight_da": 114.09, "homo_energy_ev": -8.1, "orbital_gap_ev": 8.67}

***

Record 8
{"formula": "C4H7N2S", "method": "the ωB97M-V functional and the def2-TZVPD basis", "species": ["C", "C", "C", "C", "N", "N", "S", "H", "H", "H", "H", "H", "H", "H"], "positions_angstrom": [[-1.91, -0.91, -0.09], [-2.29, 0.40, -0.25], [0.20, 0.56, 0.52], [1.61, 0.39, 0.75], [-0.68, -1.22, 0.39], [2.26, 0.50, -0.63], [-1.02, 1.58, 0.08], [-2.47, -1.66, -0.69], [-3.28, 0.89, -0.51], [1.90, 1.17, 1.45], [1.80, -0.62, 1.09], [1.93, 1.30, -1.22], [-0.12, -1.98, 0.31], [2.07, -0.39, -1.21]], "total_energy_ev": -18065.97240, "lumo_energy_ev": [-5.6069, -5.6055], "total_charge": 1, "relative_energy_ev": 4.420, "mol_weight_da": 115.18, "homo_energy_ev": [-13.4, -13.4], "orbital_gap_ev": [7.83, 7.83]}